(1)
The following is a quantum chemistry calculation of a cluster of 6 separate species, C18H49N2O6S6 in total at a distorted geometry, from the Open Molecules 2025 dataset.

Element x y z (Å)
C  0.524  2.966  -3.763
C  0.405  1.314  -3.628
C  -1.018  1.026  -2.803
C  -1.548  -0.493  -3.223
O  -2.162  -0.582  -4.542
C  -3.383  0.208  -4.703
S  -4.375  -0.740  -6.043
C  -4.388  0.263  -3.416
N  -4.359  1.535  -2.604
C  -4.420  2.818  -3.425
C  -4.138  2.595  -5.022
N  -3.099  1.553  -5.354
H  1.578  3.326  -4.129
H  0.265  3.402  -2.682
H  -0.338  3.287  -4.500
H  1.353  0.969  -3.034
H  0.444  0.788  -4.674
H  -0.715  0.975  -1.666
H  -1.780  1.877  -3.058
H  -0.545  -1.141  -3.283
H  -2.167  -1.016  -2.347
H  -3.582  -0.772  -7.233
H  -5.497  0.178  -3.852
H  -4.290  -0.653  -2.669
H  -3.585  1.570  -1.874
H  -5.254  1.534  -2.027
H  -3.736  3.665  -2.936
H  -5.530  3.248  -3.335
H  -3.854  3.630  -5.527
H  -5.166  2.233  -5.506
H  -2.120  1.874  -5.211
C  2.080  0.977  1.014
S  0.757  -0.228  0.748
O  -0.482  0.536  0.386
C  0.604  -0.721  2.482
H  2.319  1.447  0.057
H  1.752  1.742  1.722
H  2.967  0.466  1.397
H  0.368  0.149  3.099
H  1.540  -1.175  2.816
H  -0.203  -1.453  2.565
C  -4.947  3.593  1.858
S  -4.934  2.463  0.446
O  -6.231  2.643  -0.287
C  -5.067  0.946  1.422
H  -4.909  4.618  1.483
H  -5.861  3.454  2.440
H  -4.071  3.405  2.484
H  -5.974  0.971  2.031
H  -4.188  0.845  2.062
H  -5.115  0.095  0.737
C  -0.606  -3.047  5.943
S  -1.150  -1.351  6.264
O  -0.473  -0.463  5.262
C  -0.271  -1.169  7.834
H  -1.010  -3.364  4.978
H  0.485  -3.089  5.910
H  -0.984  -3.706  6.727
H  0.799  -1.329  7.685
H  -0.661  -1.891  8.557
H  -0.438  -0.157  8.210
C  4.592  -4.688  3.184
S  3.897  -3.018  3.208
O  2.469  -3.131  3.657
C  3.887  -2.796  1.413
H  4.656  -5.053  4.212
H  3.948  -5.353  2.604
H  5.593  -4.660  2.748
H  3.286  -3.578  0.943
H  4.911  -2.830  1.035
H  3.451  -1.820  1.186
C  8.980  -1.298  0.403
S  7.477  -0.311  0.210
O  6.367  -1.039  0.909
C  7.288  -0.608  -1.565
H  9.269  -1.289  1.457
H  8.795  -2.328  0.087
H  9.783  -0.861  -0.195
H  7.208  -1.680  -1.759
H  8.147  -0.193  -2.098
H  6.377  -0.109  -1.906

- Charge: +1

These are the Löwdin partial charges, in e, on atoms 1 to 2: atom 1 (C): -0.140, atom 2 (C): -0.235

***

(2)
The following is a quantum chemistry calculation of a cluster of 2 separate species, C14H29BO5 in total at a distorted geometry, from the Open Molecules 2025 dataset.

Element x y z (Å)
C  -2.318  -2.796  0.514
C  -0.816  -2.803  0.865
C  -0.368  -1.757  1.917
C  0.519  -0.630  1.347
B  -0.154  0.695  0.831
C  0.730  1.989  0.665
C  2.174  1.760  0.198
O  2.213  1.661  -1.227
C  2.095  0.406  -1.731
C  1.039  0.299  -2.807
O  2.764  -0.522  -1.363
C  -1.684  0.810  0.399
O  -2.587  0.345  1.400
C  -3.921  0.746  1.191
C  -4.595  0.132  -0.049
C  -5.670  -0.926  0.279
H  -2.488  -2.320  -0.454
H  -2.739  -3.803  0.495
H  -2.868  -2.229  1.269
H  -0.557  -3.799  1.238
H  -0.218  -2.674  -0.042
H  -1.225  -1.369  2.467
H  0.244  -2.301  2.646
H  1.101  -1.019  0.499
H  1.266  -0.335  2.093
H  0.251  2.607  -0.110
H  0.708  2.590  1.583
H  2.655  0.887  0.642
H  2.813  2.607  0.457
H  0.645  -0.717  -2.822
H  0.218  0.992  -2.607
H  1.460  0.552  -3.781
H  -1.815  0.274  -0.558
H  -1.921  1.864  0.179
H  -4.469  0.453  2.091
H  -3.972  1.844  1.130
H  -3.834  -0.345  -0.668
H  -5.056  0.922  -0.647
H  -5.272  -1.934  0.155
H  -6.004  -0.843  1.317
H  -6.554  -0.808  -0.353
O  6.301  0.507  -2.783
C  6.548  0.729  -1.465
C  5.502  1.644  -0.699
O  5.750  1.878  0.622
H  7.537  1.226  -1.253
H  6.587  -0.202  -0.834
H  4.532  1.140  -0.897
H  5.452  2.571  -1.341

- Charge: -2

These are the Löwdin partial charges, in e, on atoms 1 to 2: atom 1 (C): -0.113, atom 2 (C): -0.231

***

It is found that the LUMO level values, taken in the order of the records, are -2.08, 3.73 eV.